Entry 1:
C3H2BrF3 as an isolated structure. Source: the Open Molecules 2025 dataset; level of theory: the ωB97M-V functional and the def2-TZVPD basis.

Summary:
**Max |F|**: 3.52 eV/A
**Energy relative to the best compared isomer or geometry (same formula, charge and spin)**: 0.000 eV
**M**: 174.95 g mol⁻¹
**Electronic energy**: -81337.59106 eV
**LUMO**: 0.6008 eV
**Charge**: 0

Each line ends with the natural charge from an NBO analysis.
Positions of all 9 atoms, in Å:
C -2.15350 -1.96363 0.86601  -0.35
C -1.97414 -1.14356 -0.14390  -0.19
C -2.55834 0.21897 -0.33844  0.93
F -3.14197 0.59788 0.81525  -0.33
F -3.62855 0.21992 -1.22004  -0.34
F -1.73881 1.11097 -0.76042  -0.28
Br -1.17490 -1.50538 -1.78820  0.09
H -1.85799 -2.97636 0.97104  0.23
H -2.52153 -1.38714 1.68158  0.23

Entry 2:
An isolated ion of composition C3H2BrN2O2S and charge -1. Source: the Open Molecules 2025 dataset; level of theory: the ωB97M-V functional and the def2-TZVPD basis.

Summary:
**Max |F|**: 2.67 eV/A
**Energy relative to the best compared isomer or geometry (same formula, charge and spin)**: 0.000 eV
**M**: 210.03 g mol⁻¹
**Electronic energy**: -91097.51096 eV
**LUMO**: 3.2508 eV
**Charge**: -1

Each line ends with the natural charge from an NBO analysis.
Positions of all 11 atoms, in Å:
C -0.13796 1.02652 -0.04217  -0.13
C -0.32549 -0.30297 0.01786  -0.12
C -2.19311 0.69253 0.06952  0.32
N -1.36432 1.67315 -0.06157  -0.54
N -1.67811 -0.52857 0.09871  -0.60
O -2.85869 -2.64150 -1.28140  -0.99
O -2.56300 -2.84763 1.08906  -0.99
S -3.04827 -2.01337 0.04479  1.69
Br -4.09627 1.21171 0.02321  -0.04
H 0.87524 1.46028 -0.06969  0.19
H 0.22811 -1.22220 0.10942  0.21

Entry 3:
A 2-piece molecular cluster, C3H2BrNO2 overall. Source: the Open Molecules 2025 dataset; level of theory: the ωB97M-V functional and the def2-TZVPD basis.

Summary:
**Max |F|**: 2.12 eV/A
**Energy relative to the best compared isomer or geometry (same formula, charge and spin)**: 0.000 eV
**M**: 163.96 g mol⁻¹
**Electronic energy**: -78767.08628 eV
**2S+1**: 3
**LUMO (alpha / beta)**: 0.6855 / -3.9931 eV
**Charge**: 0

Each line ends with the natural charge from an NBO analysis.
Positions of all 9 atoms, in Å:
C 0.07919 1.08477 0.07909  0.65
C -0.07033 -1.00938 0.11119  0.65
C 1.13759 -0.03584 -0.07163  -0.54
N -0.83841 0.09489 0.22790  -0.36
O 0.07650 2.26426 0.07491  -0.50
O -0.20410 -2.18071 0.13454  -0.50
Br -3.60642 -0.04548 -0.19780  0.09
H 1.55039 -0.09103 -1.07894  0.25
H 1.87558 -0.08148 0.72075  0.25

Entry 4:
A 2-piece molecular cluster, C3H2BrNS overall. Source: the Open Molecules 2025 dataset; level of theory: the ωB97M-V functional and the def2-TZVPD basis.

Summary:
**Max |F|**: 5.58 eV/A
**Energy relative to the best compared isomer or geometry (same formula, charge and spin)**: 4.147 eV
**M**: 164.03 g mol⁻¹
**Electronic energy**: -85505.62892 eV
**LUMO (alpha / beta)**: -0.2483 / -2.1074 eV
**Charge**: 0

Each line ends with the natural charge from an NBO analysis.
Positions of all 8 atoms, in Å:
C -0.37433 -1.07021 0.33223  0.17
C -0.48024 1.76305 0.44826  -0.41
C 0.40497 -1.53287 -0.66400  -0.26
N -1.08857 -0.56524 1.10568  -0.29
S 0.94689 2.30182 0.67703  0.23
Br 2.09776 -0.52065 -0.80907  0.09
H -1.54665 1.62916 0.35747  0.25
H 0.04016 -2.00507 -1.44762  0.21

Entry 5:
One molecule with the formula C3H2BrNS. Source: the Open Molecules 2025 dataset; level of theory: the ωB97M-V functional and the def2-TZVPD basis.

Summary:
**Max |F|**: 6.99 eV/A
**Energy relative to the best compared isomer or geometry (same formula, charge and spin)**: 1.453 eV
**M**: 164.03 g mol⁻¹
**Electronic energy**: -85508.32304 eV
**SMILES**: Brc1cncs1
**LUMO (alpha / beta)**: -0.0469 / -0.0472 eV
**Charge**: 0

Each line ends with the natural charge from an NBO analysis.
Positions of all 8 atoms, in Å:
C -0.93549 -0.65418 -0.05691  0.03
C 0.52252 0.22400 1.33700  -0.17
C 0.16283 0.22273 -1.15111  -0.49
N -0.56902 -0.35859 1.12613  -0.42
S 1.33643 0.84225 -0.11719  0.47
Br 0.25795 0.23518 -3.03955  0.15
H -1.91684 -0.90201 -0.27970  0.21
H 1.14163 0.39062 2.18133  0.22

Entry 6:
C3H2CeO4 as an isolated structure. Source: the Open Molecules 2025 dataset; level of theory: the ωB97M-V functional and the def2-TZVPD basis.

Summary:
**Max |F|**: 3.78 eV/A
**M**: 242.16 g mol⁻¹
**Electronic energy**: -24257.36392 eV
**2S+1**: 3
**LUMO (alpha / beta)**: -1.2072 / -1.4624 eV
**Charge**: 0

Each line ends with the Mulliken spin population.
Positions of all 10 atoms, in Å:
H 0.37807 0.15231 -1.70931  0.00
C -0.91099 -0.67570 -1.21370  -0.01
C -0.34430 0.49693 -0.70660  0.01
O 0.07895 0.32658 0.57785  -0.08
C 1.24242 1.03664 1.15783  -0.01
O 1.48261 2.12690 0.66363  0.00
O 1.81960 0.30896 1.96272  0.00
Ce -0.96599 -1.57894 1.73613  2.12
O -1.19943 -1.69566 -0.39467  -0.02
H -1.58093 -0.49802 -2.07389  0.00